DFT (ωB97M-V/def2-TZVPD) results for a molecular structure, C29H25ClIN6O6Ti at a distorted geometry.

Computed properties:
HOMO (alpha / beta) in eV: -2.4 / -2.4
Total charge: -1
E in a.u.: -3507.5997
Energy relative to the best compared isomer or geometry (same formula, charge and spin) in kJ/mol: 114.3
HOMO-LUMO gap (alpha / beta) in eV: 4.358 / 4.378

CARTESIAN COORDINATES (ANGSTROEM)
Ti: 0.10427 -0.03762 0.70227
C: -3.85810 0.93672 -0.97527
C: -2.84251 2.04553 -0.91844
N: -3.10227 3.14096 -1.67841
C: -2.17570 4.10382 -1.59254
C: -1.02242 4.08748 -0.84056
C: -0.09750 5.25455 -0.82770
O: -0.10652 5.98329 0.41568
C: -0.71641 2.93566 -0.02193
C: 0.41522 2.81420 0.75522
N: 0.67638 1.70605 1.62047
C: 1.75317 1.77672 2.46060
C: 2.87955 2.60323 2.25134
C: 3.95185 2.61266 3.12600
C: 3.96838 1.80929 4.25645
C: 2.87193 0.99032 4.50407
C: 1.80075 0.99036 3.63533
I: 0.12819 -0.18697 4.04594
C: -1.73068 1.92647 -0.13467
O: -1.50333 0.75619 0.56423
H: -4.35203 0.96132 -1.94663
H: -4.62617 1.07792 -0.20776
H: -3.40293 -0.04174 -0.81438
H: -2.36767 4.99147 -2.19519
H: -0.37754 5.97652 -1.59641
H: 0.93208 4.92477 -1.03049
H: -0.16288 5.31784 1.11250
H: 1.11919 3.63256 0.79189
H: 2.91899 3.21446 1.36115
H: 4.79751 3.25499 2.90847
H: 4.80854 1.81946 4.93797
H: 2.84681 0.36046 5.38371
O: -3.68338 -5.69772 -0.12282
C: -2.84979 -4.64282 -0.32617
O: -2.10751 -4.63124 -1.26212
C: -2.98263 -3.55137 0.67068
C: -4.15895 -2.94585 1.05334
N: -3.80977 -1.88960 1.81386
N: -2.48962 -1.76051 1.95145
C: -1.97183 -2.75869 1.26551
C: -0.49067 -2.95115 1.17958
O: -0.02988 -4.06299 1.04539
O: 0.19720 -1.84655 1.16479
H: -4.07871 -5.61731 0.75353
H: -5.18488 -3.14748 0.79219
H: -4.40779 -1.19197 2.22176
Cl: 3.45791 -1.19278 1.47489
C: 3.24285 -1.68499 -0.18632
C: 3.81970 -2.87374 -0.59460
C: 3.69448 -3.27991 -1.91538
C: 3.00079 -2.47522 -2.80817
C: 2.42607 -1.29018 -2.37588
C: 2.50852 -0.86120 -1.04715
C: 1.83421 0.36822 -0.57202
H: 4.35724 -3.47456 0.12639
H: 4.13938 -4.21240 -2.23796
H: 2.90753 -2.76921 -3.84716
H: 1.87787 -0.66876 -3.07585
H: 1.50245 0.98876 -1.40387
H: 2.50262 0.94736 0.06673
N: -0.71063 -2.25587 -3.07633
C: -0.99451 -0.98599 -3.52917
C: -0.88898 -0.17739 -2.44371
N: -0.54979 -0.93543 -1.33976
C: -0.43500 -2.17469 -1.76297
H: -0.69469 -3.10396 -3.61291
H: -1.25447 -0.77932 -4.55138
H: -1.06176 0.88346 -2.36498
H: -0.16174 -3.03590 -1.17634



DFT (ωB97M-V/def2-TZVPD) results for a molecular structure, C51H90AsGeMgN6OP3S at a distorted geometry.

Computed properties:
HOMO (alpha / beta) in eV: -9.2 / -9.7
2S+1: 2
Total charge: +1
E in a.u.: -8336.0178
Energy relative to the best compared isomer or geometry (same formula, charge and spin) in kJ/mol: 16.8
HOMO-LUMO gap (alpha / beta) in eV: 7.865 / 5.786

CARTESIAN COORDINATES (ANGSTROEM)
Mg: -0.99541 -0.57146 0.39486
C: 3.34338 -3.58018 -0.70120
C: 3.86060 -2.31410 -1.37976
C: 5.38246 -2.22708 -1.25475
P: 2.90368 -0.78824 -0.87342
C: 3.74907 -0.50593 0.74890
N: 3.39511 0.63213 1.58526
Ge: 1.53070 1.37852 1.77636
N: 1.32707 3.09736 0.97328
C: 0.30428 3.36542 -0.02086
P: -1.16051 2.25445 0.03714
C: -1.95862 2.67208 1.67929
C: -3.48042 2.54165 1.61821
C: -1.53746 3.99287 2.32581
C: -2.25509 3.02378 -1.24536
C: -2.53294 4.51825 -1.07254
C: -1.73002 2.75929 -2.65313
C: 2.50698 3.83201 0.84692
C: 2.81782 4.72549 -0.17632
C: 4.08095 5.30470 -0.22755
C: 5.04921 5.00419 0.71664
C: 4.73008 4.15569 1.77352
C: 3.46719 3.61763 1.84152
N: 2.98839 2.81064 2.92492
C: 3.87304 1.87456 3.53201
C: 4.42263 2.03126 4.79139
C: 5.26545 1.05369 5.29612
C: 5.54854 -0.07351 4.53489
C: 4.96534 -0.25619 3.29383
C: 4.08563 0.71185 2.77567
C: 2.12918 3.49867 3.84020
C: 2.38279 4.75865 4.33443
C: 1.52497 5.30379 5.28254
C: 0.44664 4.55282 5.72378
C: 0.18045 3.29444 5.19836
C: 1.00950 2.75924 4.20799
N: 0.81520 1.55283 3.54403
C: -0.28306 0.76219 4.03718
P: -0.69958 -0.73163 3.05729
C: -2.25243 -1.23892 3.93132
C: -3.42768 -0.37840 3.46320
C: -2.16606 -1.21482 5.45941
C: 0.61240 -1.98161 3.49156
C: 0.01157 -3.34202 3.85828
C: 1.59830 -1.52975 4.56922
C: 3.71992 0.49257 -1.94018
C: 2.92889 1.78677 -1.83287
C: 3.81557 0.03752 -3.39585
H: 3.92227 -4.44190 -1.03811
H: 2.29856 -3.76406 -0.93698
H: 3.44114 -3.53345 0.38534
H: 3.60931 -2.39786 -2.44202
H: 5.70217 -2.30095 -0.21528
H: 5.79643 -1.30923 -1.67203
H: 5.84084 -3.06563 -1.78250
H: 4.81903 -0.40704 0.54465
H: 3.62104 -1.44794 1.30110
H: 0.67929 3.30937 -1.05032
H: -0.06705 4.38536 0.12868
H: -1.59704 1.87145 2.33106
H: -3.93441 3.37592 1.08591
H: -3.88913 2.54101 2.63024
H: -3.79901 1.62192 1.13162
H: -1.90854 4.85652 1.77572
H: -0.45586 4.08146 2.41980
H: -1.95677 4.04801 3.33277
H: -3.19806 2.47724 -1.13250
H: -1.65050 5.11207 -1.31362
H: -2.86553 4.79337 -0.07701
H: -3.31680 4.81226 -1.77311
H: -0.84101 3.36037 -2.85785
H: -2.48902 3.04424 -3.38474
H: -1.46742 1.71840 -2.82676
H: 2.09415 4.95908 -0.94326
H: 4.31072 5.99271 -1.03030
H: 6.03281 5.44590 0.65310
H: 5.45120 3.93098 2.54885
H: 4.19561 2.91861 5.36748
H: 5.71535 1.17916 6.27066
H: 6.22538 -0.82371 4.92089
H: 5.18860 -1.14772 2.72847
H: 3.24969 5.30488 3.98451
H: 1.71146 6.28878 5.68457
H: -0.20878 4.95170 6.48609
H: -0.67451 2.74446 5.56094
H: -1.21449 1.34308 4.08461
H: -0.08046 0.43811 5.06370
H: -2.43320 -2.26324 3.59586
H: -3.34547 0.64160 3.84486
H: -4.36542 -0.78995 3.83938
H: -3.49845 -0.32314 2.37339
H: -2.13777 -0.19102 5.83324
H: -1.29534 -1.73758 5.84876
H: -3.05366 -1.68681 5.88373
H: 1.16647 -2.09897 2.55488
H: -0.37461 -3.33546 4.87700
H: 0.78797 -4.10591 3.80662
H: -0.79487 -3.64930 3.19614
H: 1.11515 -1.44556 5.54444
H: 2.07270 -0.57446 4.34019
H: 2.38401 -2.28106 4.66195
H: 4.72746 0.66832 -1.54838
H: 1.90401 1.63351 -2.17864
H: 3.38709 2.57235 -2.43926
H: 2.90398 2.14338 -0.80657
H: 2.85212 -0.32729 -3.75523
H: 4.55690 -0.74635 -3.54351
H: 4.10564 0.88365 -4.02284
C: -5.23848 0.18322 -0.63428
As: -3.60608 -0.87887 -0.45548
C: -4.37335 -2.41542 0.45772
C: -3.49898 -1.48301 -2.29890
H: -6.00220 -0.43157 -1.11171
H: -5.05370 1.06083 -1.25378
H: -5.60184 0.50879 0.33962
H: -4.96445 -3.00183 -0.24486
H: -5.02046 -2.06070 1.26099
H: -3.57656 -3.03075 0.86392
H: -4.37425 -2.08789 -2.53949
H: -2.58697 -2.05727 -2.43606
H: -3.46572 -0.60799 -2.94960
C: -1.67461 -4.56499 -0.65928
C: -0.56912 -3.50724 -0.66325
C: -0.07041 -3.29676 -2.08897
C: 0.58547 -3.99090 0.20478
O: -1.10054 -2.30590 -0.15792
H: -1.33080 -5.50318 -1.09751
H: -2.53519 -4.21633 -1.23289
H: -2.00307 -4.76809 0.36177
H: 0.35950 -4.21735 -2.49121
H: 0.68591 -2.51179 -2.11864
H: -0.88349 -2.98655 -2.74553
H: 1.02357 -4.91113 -0.18752
H: 0.23438 -4.19246 1.20835
H: 1.36611 -3.22818 0.24536
C: -0.91489 -2.53254 -5.58297
N: -0.34631 -1.37829 -6.25294
C: 0.46201 -1.73347 -7.41529
C: -0.09732 -0.23913 -5.54737
S: -0.06725 -0.23948 -3.86325
N: 0.11643 0.87788 -6.28254
C: -0.46094 1.08456 -7.60359
C: 0.66128 2.08535 -5.69490
H: -1.42104 -3.14196 -6.33146
H: -1.62988 -2.21398 -4.82925
H: -0.14192 -3.13447 -5.09600
H: 1.03869 -2.63136 -7.17961
H: 1.16189 -0.94028 -7.65485
H: -0.15570 -1.94222 -8.29010
H: -1.17152 0.29827 -7.83612
H: 0.30052 1.12524 -8.38465
H: -0.99146 2.03871 -7.59888
H: 1.14298 1.85556 -4.75044
H: -0.13298 2.81718 -5.51805
H: 1.38666 2.52045 -6.38429



DFT (ωB97M-V/def2-TZVPD) results for a single C5H9NO molecule at a distorted geometry.

Computed properties:
HOMO in eV: -8.5
SMILES: CC/N=C\CC=O
E in a.u.: -325.7927
Energy relative to the best compared isomer or geometry (same formula, charge and spin) in kJ/mol: 380.3
HOMO-LUMO gap in eV: 9.118

CARTESIAN COORDINATES (ANGSTROEM)
C: 1.33412 1.88818 -0.25425
C: 0.45453 0.90762 -1.01071
N: 0.97612 -0.49943 -1.03670
C: 0.12693 -1.28914 -0.53081
C: -0.43924 -1.30563 0.85837
C: -1.87061 -0.92685 1.05638
O: -2.51918 -0.27384 0.27638
H: 2.33005 1.46732 -0.31899
H: 1.38651 2.94382 -0.54001
H: 1.02910 1.90463 0.80246
H: -0.60932 1.06536 -0.76319
H: 0.44735 0.70564 -2.09683
H: -0.18161 -2.12841 -1.14244
H: 0.19514 -0.76822 1.58041
H: -0.35463 -2.37144 1.12270
H: -2.30527 -1.31959 1.99723



DFT (ωB97M-V/def2-TZVPD) results for 6 unconnected molecules or ions with the total composition CH14O5S at a distorted geometry.

Computed properties:
HOMO in eV: -9.1
SMILES: CS.O.O.O.O.O
E in a.u.: -820.8456
Energy relative to the best compared isomer or geometry (same formula, charge and spin) in kJ/mol: 98.9
HOMO-LUMO gap in eV: 9.272

CARTESIAN COORDINATES (ANGSTROEM)
C: -2.47585 -0.88394 2.02487
S: -2.24704 0.24096 3.43155
H: -3.05868 -1.79461 2.13344
H: -1.56324 -1.15508 1.50374
H: -2.94735 -0.18955 1.30845
H: -2.96105 -0.34013 4.41824
O: 1.16302 0.40417 2.01198
H: 0.26144 0.23209 1.73144
H: 1.56829 -0.42314 1.71749
O: 1.74350 -2.61690 -2.87311
H: 1.44129 -2.45809 -1.94951
H: 2.65313 -2.83894 -2.64532
O: 1.93727 1.90187 -0.60260
H: 2.17860 1.12574 -0.12999
H: 1.47025 2.45673 0.03911
O: -0.20744 2.46693 -2.65825
H: 0.29766 1.88608 -3.23523
H: 0.36625 2.45294 -1.86752
O: 0.16383 -0.30327 -1.08346
H: -0.21566 0.55462 -1.36541
H: 0.43179 -0.71852 -1.90992



Which value of E does entry 4 give? -820.8456 a.u.



Which value of energy relative to the best compared isomer or geometry (same formula, charge and spin) does entry 4 give? 98.9 kJ/mol



Which value of E does entry 1 give? -3507.5997 a.u.